P) Below is a 2-piece molecular cluster, C6H12 overall, with properties calculated with the ωB97M-V functional and the def2-TZVPD basis.

SMILES	C=CC.C=CC
charge	0
LUMO energy	0.042	hartree
HOMO level	-8.875	eV

Structure (XYZ):
```
18
C6H12 the ωB97M-V functional and the def2-TZVPD basis
C 1.62 0.50 -1.00
C 1.67 0.75 0.34
C 2.17 -0.29 1.36
H 1.31 1.33 -1.69
H 1.86 -0.51 -1.39
H 1.45 1.71 0.64
H 1.73 -0.43 2.31
H 2.00 -1.28 0.96
H 3.27 -0.27 1.52
C -1.70 -1.40 -0.99
C -1.50 -0.49 -0.04
C -2.18 0.88 -0.04
H -0.95 -2.12 -1.31
H -2.69 -1.35 -1.55
H -0.65 -0.56 0.71
H -1.55 1.55 0.49
H -2.79 1.19 -0.94
H -3.06 0.79 0.61
```

natural (NBO) population analysis, charges in e, atoms 1 to 5: -0.391 -0.181 -0.671 0.207 0.195

=====

Q) Below is one molecule with the formula C6H12, with properties calculated with the ωB97M-V functional and the def2-TZVPD basis.

charge	0
LUMO energy	0.017	hartree
HOMO level	-7.950	eV

Structure (XYZ):
```
18
C6H12 the ωB97M-V functional and the def2-TZVPD basis
C -1.49 0.78 0.01
C -0.48 0.00 0.85
C -0.30 -1.46 0.33
C 0.55 -1.51 -0.93
C 0.94 0.46 0.98
C 1.35 1.57 0.10
H -1.58 1.82 0.35
H -1.23 0.81 -1.06
H -2.48 0.32 0.09
H -0.87 -0.10 1.87
H 0.19 -2.05 1.11
H -1.29 -1.89 0.16
H 0.12 -0.93 -1.75
H 0.71 -2.53 -1.26
H 1.54 -1.11 -0.68
H 0.81 1.74 -0.85
H 1.10 2.44 0.74
H 2.43 1.63 -0.06
```

natural (NBO) population analysis, charges in e, atoms 1 to 5: -0.634 -0.411 -0.366 -0.615 0.201

=====

In terms of stability, P) leads; the second structure lies 0.0278 hartree higher.

=====

P) Below is one molecule with the formula C6H12, with properties calculated with the ωB97M-V functional and the def2-TZVPD basis.

SMILES	CCCC1CC1
charge	0
LUMO energy	0.046	hartree
HOMO level	-10.067	eV

Structure (XYZ):
```
18
C6H12 the ωB97M-V functional and the def2-TZVPD basis
C -2.17 0.94 0.73
C -1.05 0.61 -0.24
C -0.51 -0.83 -0.05
C 0.98 -1.04 -0.37
C 1.86 0.08 -0.89
C 2.05 -0.46 0.50
H -3.04 0.27 0.62
H -2.51 1.97 0.58
H -1.76 0.84 1.74
H -0.29 1.38 -0.06
H -1.41 0.78 -1.26
H -0.75 -1.20 0.97
H -1.06 -1.50 -0.72
H 1.18 -1.98 -0.90
H 1.42 1.05 -1.00
H 2.49 -0.11 -1.76
H 1.65 0.22 1.26
H 2.93 -1.01 0.85
```

natural (NBO) population analysis, charges in e, atoms 1 to 5: -0.597 -0.397 -0.401 -0.223 -0.422

=====

Q) Below is one molecule with the formula C6H12, with properties calculated with the ωB97M-V functional and the def2-TZVPD basis.

SMILES	C[C@H]1C[C@@H](C)C1
charge	0
LUMO energy	0.045	hartree
HOMO level	-10.321	eV

Structure (XYZ):
```
18
C6H12 the ωB97M-V functional and the def2-TZVPD basis
C -2.18 0.25 0.56
C -1.11 0.23 -0.52
C 0.14 1.10 -0.25
C 1.10 -0.07 -0.58
C 2.16 -0.35 0.51
C -0.16 -0.99 -0.59
H -1.73 0.07 1.54
H -2.94 -0.53 0.39
H -2.69 1.22 0.60
H -1.60 0.40 -1.49
H 0.34 1.12 0.80
H 0.21 2.12 -0.68
H 1.60 0.01 -1.56
H 2.65 -1.31 0.30
H 2.96 0.41 0.58
H 1.76 -0.43 1.55
H -0.29 -1.64 -1.46
H -0.20 -1.61 0.32
```

natural (NBO) population analysis, charges in e, atoms 1 to 5: -0.602 -0.214 -0.406 -0.207 -0.616

=====

R) Below is a 2-piece molecular cluster, C6H12 overall, with properties calculated with the ωB97M-V functional and the def2-TZVPD basis.

SMILES	C=CC.C=CC
charge	0
LUMO energy	0.034	hartree
HOMO level	-8.936	eV

Structure (XYZ):
```
18
C6H12 the ωB97M-V functional and the def2-TZVPD basis
C 1.44 3.84 0.57
C 0.52 2.87 -0.01
C 1.03 1.41 -0.41
H 1.15 4.44 1.59
H 2.53 3.91 0.29
H -0.57 2.98 0.28
H 2.13 1.29 0.00
H 0.36 0.74 0.15
H 1.14 1.15 -1.45
C -0.15 -3.49 -0.42
C -0.83 -2.70 0.45
C -1.75 -1.61 -0.16
H 0.40 -4.22 0.15
H -0.16 -3.48 -1.61
H -1.07 -2.73 1.49
H -2.55 -1.37 0.59
H -1.22 -0.76 -0.61
H -2.38 -2.28 -0.89
```

natural (NBO) population analysis, charges in e, atoms 1 to 5: -0.416 -0.194 -0.648 0.211 0.195

=====

S) Below is one molecule with the formula C6H12, with properties calculated with the ωB97M-V functional and the def2-TZVPD basis.

SMILES	CCCC1CC1
charge	0
LUMO energy	0.046	hartree
HOMO level	-9.761	eV

Structure (XYZ):
```
18
C6H12 the ωB97M-V functional and the def2-TZVPD basis
C -0.28 0.39 2.64
C 0.14 -0.25 1.21
C -0.28 0.71 0.10
C 0.50 0.13 -1.06
C 0.01 0.11 -2.52
C 0.06 -1.19 -1.63
H 0.06 -0.25 3.50
H 0.35 1.29 2.64
H -1.43 0.62 2.84
H 1.20 -0.55 1.27
H -0.25 -1.28 0.99
H 0.20 1.71 0.25
H -1.43 0.88 -0.14
H 1.63 0.37 -1.03
H 0.55 0.26 -3.45
H -1.00 0.46 -2.63
H 0.89 -1.94 -1.76
H -0.94 -1.49 -1.24
```

natural (NBO) population analysis, charges in e, atoms 1 to 5: -0.620 -0.404 -0.421 -0.219 -0.432

=====

In terms of stability, Q) leads; the second structure lies 0.0093 hartree higher.